The following is a quantum chemistry calculation of 9 unconnected molecules or ions with the total composition C36H48N6O6, from the OMol25 dataset.

The SMILES is c1cc[nH]c1.c1cc[nH]c1.c1cc[nH]c1.c1cc[nH]c1.c1cc[nH]c1.c1cc[nH]c1.O=C1CCCO1.O=C1CCCO1.O=C1CCCO1. For the calculated total energy, the calculation gives -2180.4502 Ha. The LUMO energy is 0.32 eV. Its highest occupied orbital energy is -8.1505 eV. Its spin multiplicity is 1.

Last column: Mulliken charge in e.
Cartesian coordinates (Å):
1 C 1.37372 5.61291 -4.87557  -0.361
2 C 2.00799 4.42467 -5.41695  -0.492
3 C 3.00455 3.97258 -4.53061  -0.431
4 N 2.95762 4.86265 -3.48605  -0.044
5 C 2.00137 5.85492 -3.66167  -0.604
6 H 0.59160 6.14076 -5.33960  0.436
7 H 1.91348 4.02912 -6.37410  0.452
8 H 3.63119 3.10649 -4.61711  0.428
9 H 3.50846 4.71308 -2.61214  0.234
10 H 1.80479 6.65665 -2.97856  0.380
11 C 1.61106 -4.03770 -3.63644  -0.604
12 C 0.20192 -3.68867 -3.27989  -0.546
13 C 0.23054 -3.36786 -1.96186  -0.791
14 N 1.53815 -3.44051 -1.48536  0.154
15 C 2.36110 -3.97948 -2.49110  -0.558
16 H 1.91725 -4.41491 -4.63102  0.368
17 H -0.64246 -3.91773 -3.91981  0.445
18 H -0.57404 -3.13604 -1.30105  0.778
19 H 1.85641 -3.28538 -0.58168  0.234
20 H 3.35472 -4.24475 -2.27469  0.490
21 C 2.67334 2.17435 3.48073  -0.959
22 C 3.21006 1.59370 4.61962  -0.253
23 C 2.32928 0.65951 5.08149  -0.879
24 N 1.21161 0.61663 4.22947  0.132
25 C 1.47499 1.47067 3.22186  -0.143
26 H 3.08940 3.11966 3.08295  0.478
27 H 4.06380 1.96900 5.18186  0.434
28 H 2.30612 0.09266 5.93775  0.545
29 H 0.49560 -0.08518 4.20337  0.254
30 H 0.69826 1.77790 2.49745  0.344
31 C 5.98214 0.99006 -1.88170  -0.644
32 C 5.91002 1.74485 -0.67868  -0.552
33 C 4.74957 1.37750 0.01633  -0.514
34 N 4.15198 0.39226 -0.72068  0.450
35 C 4.85822 0.17893 -1.88765  -0.623
36 H 6.80955 0.98474 -2.52116  0.500
37 H 6.73181 2.41592 -0.40178  0.367
38 H 4.36027 1.67422 0.97089  0.453
39 H 3.24292 -0.00398 -0.60324  0.102
40 H 4.65803 -0.58632 -2.57797  0.563
41 C 4.91105 -3.43790 1.14436  -0.561
42 C 3.57094 -4.06842 1.19480  -0.598
43 C 2.81159 -3.32523 2.08971  -0.621
44 N 3.69933 -2.35623 2.67962  0.027
45 C 4.86593 -2.37969 2.02287  -0.359
46 H 5.84276 -3.69162 0.66767  0.421
47 H 3.30934 -4.95523 0.66438  0.625
48 H 1.81951 -3.45604 2.49027  0.431
49 H 3.32503 -1.64687 3.28752  0.245
50 H 5.62670 -1.62673 2.24837  0.429
51 C -3.06909 2.80498 1.47690  -0.249
52 C -3.01037 4.22881 1.32756  -0.925
53 C -1.95281 4.72932 1.99756  -0.602
54 N -1.33579 3.59672 2.57615  0.006
55 C -1.97376 2.44205 2.24171  -0.276
56 H -3.88730 2.37318 0.96753  0.591
57 H -3.75654 4.89312 0.89007  0.365
58 H -1.54847 5.70712 2.18358  0.426
59 H -0.44396 3.59385 3.02729  0.253
60 H -1.61695 1.48740 2.66263  0.539
61 O -3.51936 -1.14794 -3.63782  -0.592
62 C -4.29438 -1.77426 -3.00043  0.422
63 C -4.96089 -1.43174 -1.72884  0.557
64 C -5.59759 -2.75584 -1.23064  -0.327
65 C -5.73568 -3.52284 -2.55821  -0.451
66 O -4.60572 -3.07346 -3.34563  -0.385
67 H -4.18868 -1.04898 -1.13524  -0.520
68 H -5.69917 -0.62803 -1.90384  0.292
69 H -4.80564 -3.10634 -0.52655  0.174
70 H -6.48707 -2.57655 -0.65162  0.321
71 H -5.60439 -4.66013 -2.51785  0.282
72 H -6.61451 -3.18200 -3.13210  0.269
73 O -6.94334 -1.02327 1.46051  -0.553
74 C -6.01293 -1.15539 2.21529  0.502
75 C -5.61217 -0.30240 3.47221  -0.753
76 C -4.12331 -0.33719 3.16941  -0.185
77 C -3.87967 -1.77426 2.76820  -0.085
78 O -5.06979 -2.20265 2.09674  -0.356
79 H -6.06627 0.65365 3.65793  0.380
80 H -5.87111 -0.92089 4.37097  0.300
81 H -3.94865 0.39509 2.41630  -0.159
82 H -3.59303 -0.04477 4.01985  0.671
83 H -2.98728 -1.93008 2.10749  -0.049
84 H -3.73846 -2.40342 3.66520  0.290
85 O -0.84631 -0.59647 1.68579  -0.616
86 C -0.67764 -0.32233 0.53451  0.116
87 C 0.56883 -0.24268 -0.31811  1.274
88 C 0.02991 0.57457 -1.54155  -0.931
89 C -1.40071 0.18803 -1.61537  -0.356
90 O -1.74168 -0.25864 -0.26576  -0.070
91 H 1.43091 0.21319 0.18994  -0.039
92 H 0.76372 -1.28098 -0.60415  -0.951
93 H -0.00166 1.59554 -1.24567  0.402
94 H 0.60932 0.39121 -2.42442  0.461
95 H -2.07454 1.00521 -1.84087  0.345
96 H -1.54461 -0.64342 -2.24191  0.132

Forces on atoms 1 to 6 (eV/Å):
2.10 -1.92 0.65
1.12 0.72 1.93
-2.49 1.85 -0.95
1.00 -0.12 1.90
-0.16 -1.07 -1.27
-0.66 0.68 -0.30

The following is a quantum chemistry calculation of a molecular structure, C36H48N7O4S3Y, from the OMol25 dataset.

For the calculated total energy, the calculation gives -3317.4219 Ha. The LUMO energy is -5.18 eV. Its highest occupied orbital energy is -12.4392 eV. Its spin multiplicity is 1. The total charge is +2.

Last column: Mulliken charge in e.
Cartesian coordinates (Å):
1 Y -0.56376 -0.10711 -0.25070  -0.377
2 C 2.63094 2.08999 1.05620  -1.551
3 N 1.29254 1.72909 1.53190  1.467
4 C 1.42044 1.29379 2.92980  -1.530
5 C 0.34704 2.81699 1.48400  0.058
6 C 0.70424 4.15569 1.57660  -0.367
7 C -0.26796 5.14079 1.60910  -1.012
8 C -1.60836 4.80069 1.55020  -0.833
9 C -1.97716 3.47489 1.42040  -0.314
10 C -1.01196 2.46979 1.38370  0.043
11 N -1.40196 1.10889 1.24360  0.673
12 C -1.96736 0.51889 2.35700  0.196
13 C -2.02736 1.16929 3.60400  -0.932
14 C -2.57096 0.55509 4.70930  -0.732
15 C -3.06176 -0.73901 4.62360  -1.406
16 C -3.01326 -1.40671 3.41210  -0.404
17 C -2.47096 -0.80401 2.28630  0.237
18 N -2.52596 -1.45301 0.97550  1.697
19 C -2.32646 -2.91591 1.04190  -0.970
20 C -3.90166 -1.21671 0.48440  -1.424
21 H 3.20114 2.65249 1.80260  0.457
22 H 2.57134 2.68799 0.14970  0.589
23 H 3.17784 1.17089 0.84520  0.189
24 H 1.81344 2.10039 3.56040  0.521
25 H 2.11074 0.45269 2.98010  0.554
26 H 0.45584 1.00149 3.33780  0.234
27 H 1.74404 4.43529 1.64310  0.484
28 H 0.02494 6.17409 1.69430  0.494
29 H -2.36636 5.56489 1.60300  0.480
30 H -3.01856 3.19569 1.36140  0.555
31 H -1.64506 2.17369 3.69100  0.419
32 H -2.59856 1.08109 5.64750  0.453
33 H -3.48636 -1.22101 5.48780  0.399
34 H -3.42086 -2.40371 3.34760  0.408
35 H -3.18626 -3.43101 1.48390  0.499
36 H -1.43426 -3.16071 1.61760  0.314
37 H -2.19906 -3.30231 0.03070  0.126
38 H -4.63656 -1.51471 1.24210  0.381
39 H -4.08306 -1.81481 -0.40850  0.630
40 H -4.03256 -0.15421 0.26820  0.250
41 C -0.16456 -2.93611 -3.70940  -1.155
42 C -1.67996 -2.89341 -3.77470  -1.065
43 S -2.42226 -2.07181 -2.30890  0.150
44 C -3.65326 -0.95981 -3.07520  -1.033
45 C -3.08666 0.12739 -3.96320  -0.989
46 S -1.74096 1.08779 -3.16200  0.135
47 C -0.47606 0.99819 -4.48100  -0.518
48 C 0.13024 -0.36651 -4.76970  -1.292
49 S 0.60774 -1.33741 -3.28890  0.119
50 H 0.24674 -3.25351 -4.66890  0.507
51 H 0.16964 -3.62121 -2.93110  0.449
52 H -2.07306 -3.90991 -3.80100  0.611
53 H -2.03676 -2.36391 -4.65530  0.444
54 H -4.18206 -0.51921 -2.23210  0.363
55 H -4.34806 -1.57921 -3.64330  0.573
56 H -3.88246 0.83079 -4.21430  0.614
57 H -2.68826 -0.27711 -4.89050  0.423
58 H 0.29334 1.70039 -4.16750  -0.079
59 H -0.94416 1.38509 -5.38850  0.729
60 H 1.03394 -0.23141 -5.36610  0.581
61 H -0.55496 -0.99191 -5.33920  0.683
62 O -0.90756 -0.85431 6.73740  -0.394
63 C 0.28184 -1.57071 6.58740  -0.545
64 N 0.40934 -1.84711 5.17150  0.008
65 C 1.60314 -2.14011 4.62480  0.272
66 O 2.63184 -2.21881 5.25720  -0.637
67 C 1.63744 -2.33251 3.12740  0.370
68 C 2.69284 -3.06441 2.58420  -0.761
69 C 2.80594 -3.14801 1.20670  -1.045
70 C 1.90614 -2.45471 0.41530  -0.500
71 N 0.90134 -1.72411 0.91780  1.125
72 C 0.76984 -1.69521 2.25360  -0.042
73 H -1.09096 -0.73401 7.67520  0.270
74 H 0.25774 -2.51611 7.15400  0.351
75 H 1.16114 -0.99071 6.90650  0.408
76 H -0.46476 -1.86641 4.66790  0.000
77 H 3.40134 -3.53731 3.24800  0.560
78 H 3.59904 -3.71951 0.75130  0.523
79 H 1.98474 -2.48361 -0.66560  0.282
80 H -0.05786 -1.11231 2.63530  -0.204
81 O 3.62474 -1.53361 -5.86040  -0.468
82 C 4.52024 -0.67231 -5.20070  -0.583
83 N 3.76834 -0.03501 -4.14730  0.009
84 C 3.77584 1.30649 -3.96560  0.008
85 O 4.52294 2.06199 -4.53780  -0.630
86 C 2.70944 1.82339 -3.03090  0.257
87 C 2.30674 3.15049 -3.19290  -0.744
88 C 1.23404 3.62169 -2.45430  -1.234
89 C 0.54694 2.73469 -1.63890  -0.664
90 N 0.94904 1.47139 -1.43690  2.698
91 C 2.05114 1.05879 -2.07670  -1.592
92 H 4.08414 -1.97661 -6.58250  0.292
93 H 4.90634 0.11489 -5.86270  0.467
94 H 5.36034 -1.23611 -4.76610  0.351
95 H 3.05554 -0.62071 -3.73880  -0.006
96 H 2.84214 3.77459 -3.89400  0.535
97 H 0.91134 4.64949 -2.52980  0.575
98 H -0.34906 3.05269 -1.11760  0.448
99 H 2.41854 0.07659 -1.80580  1.036

Forces on atoms 1 to 6 (eV/Å):
0.30 -0.59 -0.92
0.05 -0.04 -0.06
0.02 0.18 -0.05
0.04 -0.14 0.19
-0.44 -0.39 -0.05
0.06 -0.11 -0.01